Formula: C38H51ClFO8PS2
Source: the OMol25 dataset
Level of theory: ωB97M-V with the def2-TZVPD basis set

Summary:
Gap between HOMO and LUMO in eV: 7.4
SMILES: CCCCCCCCCCCCc1c(CCCS)c([PH2]=S)c(F)c2c1C(=O)c1c(CCCCl)cccc1C2=O.O=C1OCCO1.O=C1OCCO1
HOMO level in eV: -9.03
Energy above the lowest of the compared OMol25 structures with the same formula, charge and spin in eV: 0.000

Each atom is followed by the atoms it is bonded to, with distances in Å.
Element x y z (Å)
1 C 6.07305 -3.49167 1.53477  C2 1.628, H40 1.140, H41 1.142, H42 1.140
2 C 7.57223 -2.88420 1.35243  C1 1.628, C3 1.607, H43 1.140, H44 1.142
3 C 7.59469 -1.28987 1.55091  C2 1.607, C4 1.616, H45 1.149, H46 1.142
4 C 6.36085 -0.51243 0.85435  C3 1.616, C5 1.633, H47 1.152, H48 1.143
5 C 6.84360 1.04300 0.74128  C4 1.633, C6 1.612, H49 1.141, H50 1.151
6 C 5.62258 2.09549 0.72697  C5 1.612, C7 1.610, H51 1.152, H52 1.141
7 C 5.60057 2.89760 2.12255  C6 1.610, C8 1.633, H53 1.143, H54 1.145
8 C 4.14028 3.59082 2.35271  C7 1.633, C9 1.602, H55 1.143, H56 1.151
9 C 3.26472 2.87875 3.48955  C8 1.602, C10 1.632, H57 1.158, H58 1.147
10 C 2.79554 1.36731 3.09236  C9 1.632, C11 1.626, H59 1.142, H60 1.152
11 C 1.27227 1.33793 2.52502  C10 1.626, C12 1.631, H61 1.147, H62 1.154
12 C 0.37028 0.23146 3.31414  C11 1.631, C13 1.595, H63 1.154, H64 1.157
13 C -0.73608 -0.45237 2.39160  C12 1.595, C14 1.576, C25 1.546
14 C -0.89463 -2.01749 2.29494  C13 1.576, C15 1.593, C19 1.575
15 C 0.01364 -3.01452 3.14293  C14 1.593, C16 1.607, H65 1.140, H66 1.157
16 C 0.96152 -3.96206 2.25663  C15 1.607, C17 1.626, H67 1.138, H68 1.158
17 C 2.51018 -3.46795 2.29444  C16 1.626, S18 1.868, H69 1.147, H70 1.140
18 S 2.60968 -1.99306 1.15316  C17 1.868, H71 1.406
19 C -1.95982 -2.69564 1.35306  C14 1.575, P20 1.889, C22 1.575
20 P -2.16839 -4.56234 1.15301  C19 1.889, S21 1.949, H72 1.452, H73 1.453
21 S -2.62636 -5.50975 2.79334  P20 1.949
22 C -2.91651 -1.80564 0.47423  C19 1.575, F23 1.431, C24 1.539
23 F -3.87427 -2.37190 -0.42640  C22 1.431
24 C -2.77978 -0.27835 0.60831  C22 1.539, C25 1.575, C38 1.605
25 C -1.71239 0.39890 1.54826  C13 1.546, C24 1.575, C26 1.610
26 C -1.74592 2.00804 1.53731  C25 1.610, O27 1.254, C28 1.612
27 O -1.60199 2.69370 2.57778  C26 1.254
28 C -2.02230 2.67549 0.09627  C26 1.612, C29 1.547, C37 1.549
29 C -1.35677 3.97902 -0.40383  C28 1.547, C30 1.604, C34 1.568
30 C -0.31861 4.77496 0.52444  C29 1.604, C31 1.629, H74 1.148, H75 1.139
31 C -1.19142 5.76597 1.47762  C30 1.629, C32 1.602, H76 1.149, H77 1.154
32 C -2.48226 6.37854 0.75300  C31 1.602, Cl33 1.866, H78 1.140, H79 1.152
33 Cl -3.18031 7.64469 1.93209  C32 1.866
34 C -1.73873 4.47469 -1.84130  C29 1.568, C35 1.547, H80 1.150
35 C -2.74308 3.76160 -2.77691  C34 1.547, C36 1.557, H81 1.140
36 C -3.43898 2.46831 -2.25873  C35 1.557, C37 1.545, H82 1.134
37 C -3.04736 1.99125 -0.84216  C28 1.549, C36 1.545, C38 1.612
38 C -3.74369 0.65193 -0.27618  C24 1.605, C37 1.612, O39 1.251
39 O -4.94473 0.35402 -0.46092  C38 1.251
40 H 5.47963 -2.76000 2.17721  C1 1.140
41 H 6.10264 -4.49883 2.07199  C1 1.142
42 H 5.54476 -3.61548 0.53187  C1 1.140
43 H 8.26127 -3.40303 2.09840  C2 1.140
44 H 7.91273 -3.12576 0.28962  C2 1.142
45 H 8.55690 -0.89426 1.06264  C3 1.149
46 H 7.59535 -1.02380 2.66141  C3 1.142
47 H 5.41859 -0.50967 1.51734  C4 1.152
48 H 6.10566 -0.88803 -0.19411  C4 1.143
49 H 7.51413 1.17916 -0.17206  C5 1.141
50 H 7.45186 1.22731 1.70139  C5 1.151
51 H 5.78538 2.87911 -0.10187  C6 1.152
52 H 4.61740 1.58350 0.55696  C6 1.141
53 H 6.45286 3.65948 2.13325  C7 1.143
54 H 5.81675 2.14634 2.95870  C7 1.145
55 H 3.60928 3.59969 1.34020  C8 1.143
56 H 4.36801 4.67865 2.65117  C8 1.151
57 H 3.96831 2.73472 4.39764  C9 1.158
58 H 2.39372 3.51463 3.87941  C9 1.147
59 H 3.51892 0.94349 2.31704  C10 1.142
60 H 2.86158 0.75470 4.06563  C10 1.152
61 H 1.34440 1.08263 1.40880  C11 1.147
62 H 0.86236 2.40089 2.71022  C11 1.154
63 H 1.13878 -0.51245 3.74631  C12 1.154
64 H -0.14744 0.68722 4.24263  C12 1.157
65 H 0.67456 -2.51174 3.92361  C15 1.140
66 H -0.70278 -3.70303 3.73603  C15 1.157
67 H 0.64865 -4.07238 1.16775  C16 1.138
68 H 0.96745 -4.99232 2.78492  C16 1.158
69 H 3.11871 -4.31881 1.82442  C17 1.147
70 H 2.88770 -3.26587 3.35140  C17 1.140
71 H 2.22578 -2.53495 -0.08641  S18 1.406
72 H -3.26829 -4.78592 0.23259  P20 1.452
73 H -1.01300 -5.12566 0.47654  P20 1.453
74 H 0.31895 5.45455 -0.14648  C30 1.148
75 H 0.29947 4.04223 1.13922  C30 1.139
76 H -0.50882 6.61805 1.83507  C31 1.149
77 H -1.55962 5.22726 2.42952  C31 1.154
78 H -2.20680 6.83177 -0.25596  C32 1.140
79 H -3.33512 5.61828 0.60480  C32 1.152
80 H -1.22432 5.43050 -2.22216  C34 1.150
81 H -3.02955 4.11212 -3.82266  C35 1.140
82 H -4.20842 1.85732 -2.82550  C36 1.134
83 O -3.59281 1.45713 -7.79116  C84 1.197
84 C -4.31163 0.94023 -6.98541  O83 1.197, O85 1.363, O88 1.362
85 O -4.87278 1.58945 -5.92628  C84 1.363, C86 1.420
86 C -5.82248 0.70323 -5.35163  O85 1.420, C87 1.497, H89 1.091, H90 1.094
87 C -5.33236 -0.64488 -5.77853  C86 1.497, O88 1.421, H91 1.094, H92 1.091
88 O -4.67318 -0.37279 -7.00779  C84 1.362, C87 1.421
89 H -5.84758 0.81220 -4.26611  C86 1.091
90 H -6.81193 0.93610 -5.75520  C86 1.094
91 H -4.60888 -1.06882 -5.07544  C87 1.094
92 H -6.14603 -1.35749 -5.92274  C87 1.091
93 O -8.34458 -3.05119 -6.28188  C94 1.197
94 C -7.78807 -3.91520 -5.66738  O93 1.197, O95 1.364, O98 1.361
95 O -7.08732 -3.71230 -4.51508  C94 1.364, C96 1.422
96 C -6.78065 -4.99526 -3.98412  O95 1.422, C97 1.498, H99 1.091, H100 1.094
97 C -6.83360 -5.88307 -5.18913  C96 1.498, O98 1.420, H101 1.094, H102 1.091
98 O -7.77161 -5.22706 -6.02896  C94 1.361, C97 1.420
99 H -5.79814 -4.99383 -3.50983  C96 1.091
100 H -7.53535 -5.25776 -3.23725  C96 1.094
101 H -5.87296 -5.94122 -5.70933  C97 1.094
102 H -7.16767 -6.89330 -4.94829  C97 1.091